<a>
An isolated molecule of C2HCl2NO, computed with ωB97M-V/def2-TZVPD.

SMILES: N#CC(O)(Cl)Cl
Highest occupied orbital energy in hartree: -0.42911
E_LUMO in eV: -0.062
Gap between HOMO and LUMO in eV: 11.615
2S+1: 1

Structure (XYZ):
```
7
C2HCl2NO, DFT ωB97M-V/def2-TZVPD
N -1.62 -2.09 -1.64
C -1.63 -1.25 -0.87
C -1.65 -0.05 -0.08
O -0.27 0.05 0.86
Cl -1.82 1.46 -1.03
Cl -2.80 -0.30 1.22
H 0.22 0.81 0.65
```

---

<b>
A cluster of 2 separate species, C2HCl2NO in total, computed with ωB97M-V/def2-TZVPD.

Highest occupied orbital energy in hartree: -0.34854
E_LUMO in eV: -1.032
Gap between HOMO and LUMO in eV: 8.452
2S+1: 1

Structure (XYZ):
```
7
C2HCl2NO, DFT ωB97M-V/def2-TZVPD
C -1.03 -1.11 -0.32
C 1.15 1.07 0.25
N -1.71 -0.33 0.21
O -0.51 -2.01 -0.87
Cl 2.15 2.05 -0.69
Cl 1.92 -0.18 0.93
H -1.96 0.50 0.50
```

---

Which one is most stable, and which one is least stable? <a> is the most stable of them, while <b> is the least stable.

---

<a>
A cluster of 3 separate species, C2H11NO2 in total, computed with ωB97M-V/def2-TZVPD.

SMILES: CNC.O.O
Highest occupied orbital energy in hartree: -0.33116
E_LUMO in eV: 0.717
Gap between HOMO and LUMO in eV: 9.728
2S+1: 1

Structure (XYZ):
```
16
C2H11NO2, DFT ωB97M-V/def2-TZVPD
C -2.10 0.41 -1.49
N -1.83 0.70 -0.09
C -0.47 1.10 0.20
H -1.87 1.25 -2.14
H -1.61 -0.50 -1.85
H -3.17 0.21 -1.56
H -1.95 -0.17 0.41
H 0.28 0.46 -0.30
H -0.31 1.16 1.27
H -0.31 2.10 -0.24
O 1.12 -2.20 0.12
H 0.33 -2.08 -0.43
H 1.48 -1.32 0.12
O 3.20 -0.07 2.03
H 3.36 -0.83 2.60
H 3.87 -0.21 1.38
```

---

<b>
A structure of composition C2H11NO2, computed with ωB97M-V/def2-TZVPD.

Highest occupied orbital energy in hartree: -0.32758
E_LUMO in eV: 0.577
Gap between HOMO and LUMO in eV: 9.491
2S+1: 1

Structure (XYZ):
```
16
C2H11NO2, DFT ωB97M-V/def2-TZVPD
H 1.02 -0.87 0.71
O 0.22 -1.40 1.57
N 1.53 0.09 0.12
H 0.83 -1.89 2.11
H 1.62 1.08 0.56
C 0.55 0.32 -1.10
H -0.45 0.28 -0.68
H 0.69 -0.64 -1.68
H 2.56 0.07 -0.27
C 0.71 1.69 -1.61
H -0.26 2.01 -1.89
H 1.17 2.46 -0.89
H 1.37 1.75 -2.46
O -2.91 -0.55 0.64
H -2.01 -0.93 0.76
H -3.32 -0.40 1.49
```

---

Which one is most stable, and which one is least stable? <a> is the most stable of them, while <b> is the least stable.

---

<a>
A cluster of 3 separate species, C2H11NO2 in total, computed with ωB97M-V/def2-TZVPD.

SMILES: CCN.O.O
Highest occupied orbital energy in hartree: -0.30935
E_LUMO in eV: 0.589
Gap between HOMO and LUMO in eV: 9.007
2S+1: 1

Structure (XYZ):
```
16
C2H11NO2, DFT ωB97M-V/def2-TZVPD
C 2.48 -1.24 1.78
C 1.95 -0.58 0.53
N 2.34 0.81 0.41
H 1.83 -2.04 2.11
H 3.47 -1.68 1.63
H 2.64 -0.58 2.62
H 2.29 -1.20 -0.32
H 0.91 -0.71 0.34
H 3.26 1.00 0.75
H 1.82 1.42 -0.19
O -2.71 -0.17 -2.60
H -2.33 0.60 -3.05
H -3.17 -0.66 -3.28
O -4.80 1.89 0.05
H -4.34 1.16 -0.40
H -5.64 1.99 -0.40
```

---

<b>
A cluster of 3 separate species, C2H11NO2 in total, computed with ωB97M-V/def2-TZVPD.

SMILES: CNC.O.O
Highest occupied orbital energy in hartree: -0.32927
E_LUMO in eV: 0.766
Gap between HOMO and LUMO in eV: 9.726
2S+1: 1

Structure (XYZ):
```
16
C2H11NO2, DFT ωB97M-V/def2-TZVPD
C -1.68 0.25 1.10
N -0.27 0.87 1.28
C 0.72 0.05 1.87
H -2.10 -0.45 1.76
H -2.48 1.01 0.84
H -1.52 -0.20 0.04
H -0.47 1.79 1.80
H 1.79 0.44 1.66
H 0.60 -1.06 1.70
H 0.74 0.23 2.95
O 0.89 -1.92 -1.90
H 0.20 -1.46 -2.40
H 1.63 -1.24 -1.78
O 0.26 0.80 -1.90
H 0.64 1.26 -1.13
H -0.67 0.74 -1.80
```

---

Which one is most stable, and which one is least stable? <a> is the most stable of them, while <b> is the least stable.

---

<a>
An isolated molecule of C5H6O3, computed with ωB97M-V/def2-TZVPD.

SMILES: C=COC(=O)C(C)=O
Highest occupied orbital energy in hartree: -0.33480
E_LUMO in eV: -0.549
Gap between HOMO and LUMO in eV: 8.561
2S+1: 1

Structure (XYZ):
```
14
C5H6O3, DFT ωB97M-V/def2-TZVPD
C 1.30 1.99 -0.32
C 0.93 0.77 -0.64
O -0.52 0.43 -1.57
C -1.12 0.47 -0.43
O -2.16 1.00 -0.12
C -0.47 -0.52 0.83
C -0.52 -1.97 0.46
O -0.26 -0.07 1.92
H 2.36 2.22 -0.27
H 0.59 2.79 -0.16
H 1.50 -0.13 -0.82
H -0.08 -2.13 -0.53
H -1.57 -2.28 0.43
H 0.00 -2.56 1.21
```

---

<b>
A cluster of 2 separate species, C5H6O3 in total, computed with ωB97M-V/def2-TZVPD.

Highest occupied orbital energy in hartree: -0.36688
E_LUMO in eV: -1.418
Gap between HOMO and LUMO in eV: 8.565
2S+1: 1

Structure (XYZ):
```
14
C5H6O3, DFT ωB97M-V/def2-TZVPD
C 1.50 -1.13 0.28
C 0.06 -0.94 -0.20
C -0.86 0.19 -0.48
C -2.41 0.14 -0.38
C -0.28 1.51 -0.01
H 2.35 0.66 -0.21
H 1.33 -0.30 1.58
H 1.96 -2.29 0.38
H -0.12 -2.19 -0.06
H -2.69 1.23 -0.92
H -0.93 2.42 0.09
O 2.43 -0.32 -0.54
O -3.21 -0.72 0.21
O 0.85 1.75 0.25
```

---

Which one is most stable, and which one is least stable? <a> is the most stable of them, while <b> is the least stable.

---

<a>
An isolated molecule of C5H6O3, computed with ωB97M-V/def2-TZVPD.

SMILES: Cc1cc(O)c(O)o1
Highest occupied orbital energy in hartree: -0.26714
E_LUMO in eV: 0.725
Gap between HOMO and LUMO in eV: 7.994
2S+1: 1

Structure (XYZ):
```
14
C5H6O3, DFT ωB97M-V/def2-TZVPD
C 2.34 0.12 0.07
C 0.82 0.02 -0.09
C -0.06 -1.05 -0.19
C -1.35 -0.55 -0.12
O -2.53 -1.17 0.12
C -1.23 0.84 -0.02
O -2.16 1.79 -0.11
O 0.13 1.16 -0.05
H 2.76 0.77 -0.71
H 2.75 -0.88 0.00
H 2.61 0.55 1.01
H 0.22 -2.11 -0.27
H -2.44 -2.11 0.05
H -1.87 2.63 0.32
```

---

<b>
A structure of composition C5H6O3, computed with ωB97M-V/def2-TZVPD.

Highest occupied orbital energy in hartree: -0.37146
E_LUMO in eV: 0.283
Gap between HOMO and LUMO in eV: 10.391
2S+1: 1

Structure (XYZ):
```
14
C5H6O3, DFT ωB97M-V/def2-TZVPD
C -0.09 0.70 -0.07
C 0.23 -0.07 1.12
C -0.02 -1.32 0.10
C 0.80 -0.33 -1.00
C -1.57 0.22 -0.32
H 1.11 2.18 -0.72
H 1.28 -0.15 1.51
H -0.40 0.25 1.95
H 0.24 -2.49 0.23
H 0.65 -0.45 -2.10
H 1.81 -0.26 -0.47
O 0.15 2.11 -0.02
O -1.43 -1.10 -0.14
O -2.75 0.73 -0.08
```

---

<c>
An isolated molecule of C5H6O3, computed with ωB97M-V/def2-TZVPD.

SMILES: O=C1OCC=CCO1
Highest occupied orbital energy in hartree: -0.36695
E_LUMO in eV: 0.158
Gap between HOMO and LUMO in eV: 10.143
2S+1: 1

Structure (XYZ):
```
14
C5H6O3, DFT ωB97M-V/def2-TZVPD
O 2.21 0.07 -0.61
C 1.13 -0.07 -0.02
O 0.69 -1.31 0.15
C -0.70 -1.41 0.40
C -1.67 -0.72 -0.34
C -1.55 0.66 -0.52
C -0.70 1.52 0.35
O 0.72 1.20 0.41
H -0.81 -2.51 0.49
H -0.65 -1.24 1.53
H -2.41 -0.93 -1.16
H -2.24 1.24 -1.43
H -0.73 2.53 0.26
H -1.14 1.33 1.47
```

---

Which one is most stable, and which one is least stable? <a> is the most stable of them, while <b> is the least stable.

---

<a>
A cluster of 2 separate species, C6H17NO in total, computed with ωB97M-V/def2-TZVPD.

SMILES: CCN(CC)CC.O
Highest occupied orbital energy in hartree: -0.31635
E_LUMO in eV: 0.917
Gap between HOMO and LUMO in eV: 9.525
2S+1: 1

Structure (XYZ):
```
25
C6H17NO, DFT ωB97M-V/def2-TZVPD
C 0.69 0.09 2.18
C -0.25 -0.71 1.36
N -0.11 -0.53 -0.10
C 1.25 -0.29 -0.55
C 1.61 1.18 -0.85
C -0.73 -1.56 -0.82
C -1.56 -0.77 -1.99
H 1.72 -0.47 2.49
H 0.30 0.57 3.12
H 1.07 0.95 1.71
H -0.30 -1.63 1.86
H -1.24 -0.30 1.44
H 1.46 -0.90 -1.60
H 2.20 -0.65 0.06
H 1.09 1.71 -1.73
H 2.61 1.27 -1.32
H 1.41 1.69 -0.01
H -1.50 -2.12 -0.31
H 0.01 -2.25 -1.20
H -0.85 -0.33 -2.74
H -2.42 -0.18 -1.59
H -2.03 -1.44 -2.71
O -1.72 2.39 0.95
H -1.08 2.76 1.61
H -1.65 1.51 0.72
```

---

<b>
A cluster of 2 separate species, C6H17NO in total, computed with ωB97M-V/def2-TZVPD.

SMILES: CCCN(C)CC.O
Highest occupied orbital energy in hartree: -0.31596
E_LUMO in eV: 0.834
Gap between HOMO and LUMO in eV: 9.432
2S+1: 1

Structure (XYZ):
```
25
C6H17NO, DFT ωB97M-V/def2-TZVPD
C -1.82 1.88 -0.43
C -1.30 0.43 -0.37
C -0.04 0.12 -1.10
N 1.19 -0.26 -0.40
C 1.10 -1.55 0.29
C 1.70 0.77 0.49
C 1.29 0.74 2.01
H -2.77 1.91 -0.98
H -1.17 2.44 -1.10
H -1.94 2.29 0.56
H -2.15 -0.17 -0.78
H -1.19 0.17 0.69
H 0.28 1.00 -1.70
H -0.16 -0.76 -1.74
H 0.30 -1.80 1.00
H 1.09 -2.31 -0.50
H 2.08 -1.68 0.76
H 2.80 0.67 0.38
H 1.43 1.80 0.20
H 0.36 1.26 2.04
H 2.06 1.16 2.69
H 1.35 -0.24 2.49
O -1.60 -3.01 -1.43
H -0.71 -2.62 -1.51
H -2.18 -2.24 -1.58
```

---

<c>
A cluster of 3 separate species, C6H17NO in total, computed with ωB97M-V/def2-TZVPD.

Highest occupied orbital energy in hartree: -0.28788
E_LUMO in eV: -4.571
Gap between HOMO and LUMO in eV: 3.263
2S+1: 1

Structure (XYZ):
```
25
C6H17NO, DFT ωB97M-V/def2-TZVPD
C 2.25 -1.29 -0.47
N -0.84 -0.95 -2.18
C -1.59 -0.05 -1.39
C -1.63 -0.47 0.08
C -2.40 0.34 1.11
C 2.03 -0.13 0.50
C 1.72 1.19 -0.25
H 1.30 -1.50 -1.02
H 2.64 -2.23 -0.09
H 2.93 -0.98 -1.27
H -2.63 0.04 -1.68
H -1.20 0.98 -1.44
H -0.62 -0.75 0.35
H -2.13 -1.51 0.04
H -2.20 -0.12 2.07
H -1.81 1.24 1.13
H -3.43 0.48 0.81
H 2.85 0.01 1.20
H 1.19 -0.35 1.15
H 1.37 1.91 0.49
H 0.78 1.00 -0.78
H 2.50 1.69 -0.79
H 0.03 2.14 2.26
H -1.18 -1.86 -1.86
O 0.07 1.19 2.06
```

---

<d>
A cluster of 2 separate species, C6H17NO in total, computed with ωB97M-V/def2-TZVPD.

SMILES: CCC[C@H](C)NC.O
Highest occupied orbital energy in hartree: -0.31751
E_LUMO in eV: 0.698
Gap between HOMO and LUMO in eV: 9.337
2S+1: 1

Structure (XYZ):
```
25
C6H17NO, DFT ωB97M-V/def2-TZVPD
C -2.34 1.67 1.73
C -0.98 1.18 1.25
C -0.92 0.62 -0.16
C 0.50 0.55 -0.77
C 0.42 -0.07 -2.17
N 1.43 0.03 0.22
C 2.53 -0.82 -0.29
H -3.08 0.89 1.94
H -2.78 2.41 1.08
H -2.20 2.07 2.75
H -0.58 0.53 2.04
H -0.28 2.02 1.33
H -1.53 1.35 -0.70
H -1.36 -0.37 -0.30
H 0.72 1.60 -0.96
H -0.15 -1.01 -2.15
H 1.40 -0.18 -2.61
H -0.22 0.60 -2.74
H 0.92 -0.52 0.90
H 2.20 -1.82 -0.62
H 3.19 -0.83 0.56
H 3.02 -0.42 -1.17
O -0.24 -3.13 0.02
H 0.71 -3.17 -0.15
H -0.40 -3.16 0.97
```

---

Which one is most stable, and which one is least stable? <d> is the most stable of them, while <c> is the least stable.

---

<a>
A cluster of 2 separate species, H2N2O3S in total, computed with ωB97M-V/def2-TZVPD.

Highest occupied orbital energy (alpha / beta) in hartree: -0.36286 / -0.38209
E_LUMO (alpha / beta) in eV: -1.169 / -1.834
Gap between HOMO and LUMO (alpha / beta) in eV: 8.705 / 8.563
2S+1: 1

Structure (XYZ):
```
8
H2N2O3S, DFT ωB97M-V/def2-TZVPD
N 0.06 0.13 0.28
N 2.52 -1.00 -0.19
O 2.21 -1.66 0.75
O 2.48 -1.27 -1.33
O 4.11 1.42 -0.44
S 3.38 0.62 0.51
H -0.69 -0.18 0.89
H -0.31 0.06 -0.60
```

---

<b>
A cluster of 2 separate species, H2N2O3S in total, computed with ωB97M-V/def2-TZVPD.

Highest occupied orbital energy in hartree: -0.36425
E_LUMO in eV: -1.317
Gap between HOMO and LUMO in eV: 8.595
2S+1: 1

Structure (XYZ):
```
8
H2N2O3S, DFT ωB97M-V/def2-TZVPD
N 0.45 1.03 -0.60
N 0.86 0.09 -0.11
O -3.28 0.38 0.79
O -1.53 -1.13 -0.02
O 2.43 -0.17 0.13
S -2.35 0.04 -0.22
H 0.42 -0.57 0.50
H 2.99 0.33 -0.47
```

---

Which one is most stable, and which one is least stable? <b> is the most stable of them, while <a> is the least stable.

---

<a>
An isolated molecule of C2H3F2OP, computed with ωB97M-V/def2-TZVPD.

Highest occupied orbital energy in hartree: -0.33191
E_LUMO in eV: -0.903
Gap between HOMO and LUMO in eV: 8.129
2S+1: 1

Structure (XYZ):
```
9
C2H3F2OP, DFT ωB97M-V/def2-TZVPD
C 1.19 0.00 -0.03
C -1.30 -0.55 0.17
O -0.66 2.15 0.20
F -1.01 -1.77 -0.31
F -2.59 -0.48 0.36
P -0.40 0.85 -0.33
H 1.31 -0.41 0.91
H 1.86 0.83 -0.12
H 1.60 -0.63 -0.83
```

---

<b>
An isolated molecule of C2H3F2OP, computed with ωB97M-V/def2-TZVPD.

Highest occupied orbital energy in hartree: -0.32275
E_LUMO in eV: -0.637
Gap between HOMO and LUMO in eV: 8.146
2S+1: 1

Structure (XYZ):
```
9
C2H3F2OP, DFT ωB97M-V/def2-TZVPD
C 0.07 -1.28 -0.87
C 0.46 1.35 0.99
O -1.68 0.96 -0.57
F 1.43 0.99 1.85
F -0.21 2.42 1.37
P -0.60 0.27 0.11
H 0.58 -1.71 -0.08
H 0.69 -1.10 -1.64
H -0.75 -1.90 -1.15
```

---

Which one is most stable, and which one is least stable? <a> is the most stable of them, while <b> is the least stable.